1.
Here is a cluster of 7 separate species, C13H40N2O7 in total at a distorted geometry from the OMol25 dataset. Energies are from ωB97M-V with the def2-TZVPD basis set.

XYZ file:
```
62
C13H40N2O7 (ωB97M-V with the def2-TZVPD basis set)
C 24.99600 -23.52500 13.45200
O 24.54600 -22.74500 12.33500
H 24.24800 -24.25000 13.77000
H 25.00500 -22.89000 14.30700
H 25.85800 -24.09500 13.33500
H 23.83300 -22.24500 12.73400
C 27.75100 -20.60800 12.44900
O 26.48800 -20.71000 13.00900
H 27.76100 -20.72100 11.45000
H 28.41100 -21.27900 13.00300
H 28.13800 -19.63900 12.67900
H 26.11000 -21.54700 12.77700
C 21.76500 -23.12200 14.78100
O 21.90600 -24.45600 15.17800
H 21.23100 -22.58000 15.56000
H 21.14600 -22.97200 13.82800
H 22.67200 -22.68900 14.43800
H 21.67500 -24.54100 16.13700
C 25.04100 -24.31500 9.31900
O 25.14400 -25.41800 10.19900
N 24.83000 -23.10400 9.71000
N 25.21600 -24.39000 8.04700
H 24.63300 -23.01700 10.74500
H 24.47200 -22.37700 9.10200
H 25.25200 -25.26700 7.53600
H 25.26500 -23.57600 7.37200
C 21.92800 -27.49000 11.22500
C 22.17500 -26.43700 12.26500
C 22.04100 -25.09600 11.61500
O 21.37800 -26.41000 13.26400
H 21.01300 -27.26300 10.62700
H 21.86100 -28.50500 11.64700
H 22.74900 -27.50300 10.47700
H 23.21400 -26.43500 12.61000
H 22.98400 -24.87900 11.10900
H 22.03400 -24.38200 12.37400
H 21.26800 -24.92000 10.95600
H 21.56100 -25.70000 13.87100
C 22.95300 -20.62100 16.72600
C 24.04500 -19.76000 16.96900
C 25.49800 -20.34300 16.70100
O 23.97200 -18.67900 16.37800
H 22.99000 -20.88000 15.70300
H 22.07100 -20.09800 16.97400
H 22.91200 -21.52500 17.32100
H 24.18500 -19.42200 18.00500
H 25.46700 -20.69400 15.68100
H 25.83100 -21.11200 17.42500
H 26.28500 -19.59700 16.62200
H 23.96200 -17.96200 16.99000
C 23.54400 -19.96900 10.65900
C 22.46300 -20.25500 11.81800
C 21.75200 -21.44500 11.43800
O 23.02700 -20.58500 12.89700
H 24.38900 -20.62800 10.65800
H 24.00700 -19.01200 10.82000
H 22.95400 -20.11400 9.73800
H 21.85300 -19.42100 12.14100
H 21.35200 -21.29100 10.42000
H 20.96900 -21.60600 12.18300
H 22.35600 -22.30800 11.46500
H 23.23500 -19.76400 13.40200
```

## Properties
HOMO energy = -8.55 eV
LUMO energy = 0.40 eV
Total charge = 0
Energy relative to the best compared isomer or geometry (same formula, charge and spin) = 7.0057 eV
Frontier orbital gap = 8.954 eV
Largest force on an atom = 0.225 hartree/bohr
E = -1155.25793 Eh
SMILES string = NC(N)=O.CC(C)O.CC(C)O.CC(C)O.CO.CO.CO

Atom charges from the natural (NBO) analysis, given in e for atoms 1 to 8: atom 1 (C): -0.273, atom 2 (O): -0.771, atom 3 (H): 0.183, atom 4 (H): 0.171, atom 5 (H): 0.209, atom 6 (H): 0.511, atom 7 (C): -0.234, atom 8 (O): -0.738

2.
Here is a cluster of 7 separate species, C31H56FN8 in total from the OMol25 dataset. Energies are from ωB97M-V with the def2-TZVPD basis set.

XYZ file:
```
96
C31H56FN8 (ωB97M-V with the def2-TZVPD basis set)
C -3.79254 6.43360 -1.66096
C -4.01500 5.56256 -2.89403
C -4.96263 4.40043 -2.59348
N -4.73508 3.21198 -3.42372
C -3.43866 2.59134 -3.37944
C -2.59654 2.69650 -2.07516
N -1.21691 2.88127 -2.59627
C -1.18717 3.08104 -3.86012
F -0.04851 3.30560 -4.44536
C -2.48620 3.01147 -4.53654
H -3.14017 7.27659 -1.87341
H -3.35628 5.85615 -0.84199
H -4.74253 6.81411 -1.28722
H -4.44729 6.18836 -3.67197
H -3.04326 5.20288 -3.23866
H -5.98211 4.71691 -2.80338
H -4.92568 4.17366 -1.51883
H -5.43288 2.51760 -3.19212
H -3.62909 1.53125 -3.53295
H -2.80576 3.56645 -1.45548
H -2.62856 1.80204 -1.45944
H -0.38430 2.89163 -2.01898
H -2.42360 2.21993 -5.28583
H -2.76529 3.94484 -5.01931
C 0.82734 -1.36468 -3.10948
C 0.73634 -0.32720 -1.99793
C 0.43531 -0.93391 -0.62287
C -0.84366 -1.63609 -0.62493
N -1.84872 -2.18865 -0.67519
H -0.11838 -1.89498 -3.23248
H 1.07783 -0.90089 -4.06431
H 1.60024 -2.10088 -2.88561
H -0.04551 0.40228 -2.24463
H 1.68095 0.21661 -1.92175
H 0.41018 -0.16411 0.14819
H 1.22093 -1.63038 -0.33909
C -3.83258 -3.35237 -5.35452
C -3.04019 -2.56104 -4.32246
C -3.93500 -1.75090 -3.37596
C -4.73791 -0.75950 -4.08894
N -5.34418 0.03991 -4.64919
H -4.40610 -2.69271 -6.00749
H -3.16575 -3.94217 -5.98212
H -4.52926 -4.03801 -4.87009
H -2.34501 -1.88516 -4.82835
H -2.44194 -3.23615 -3.70905
H -3.32661 -1.22910 -2.63471
H -4.60861 -2.41333 -2.83017
C 5.98728 -0.08608 -1.59442
C 5.91311 0.93495 -0.46646
C 5.55364 0.31279 0.88935
C 4.24863 -0.34261 0.84793
N 3.22238 -0.85773 0.81538
H 5.02202 -0.57069 -1.75600
H 6.28100 0.38967 -2.52966
H 6.71991 -0.86363 -1.37258
H 5.17939 1.70656 -0.71081
H 6.87525 1.43524 -0.35439
H 5.53085 1.07207 1.66953
H 6.29820 -0.42816 1.18320
C -2.91755 -3.46386 2.31675
C -3.02184 -2.41915 3.41811
C -3.28823 -3.02376 4.80076
C -4.54891 -3.76360 4.84564
N -5.54304 -4.33561 4.88213
H -3.85337 -4.01485 2.20405
H -2.68107 -2.98304 1.37065
H -2.12261 -4.18270 2.52733
H -3.82175 -1.71346 3.17975
H -2.09433 -1.85102 3.45960
H -3.33198 -2.24641 5.56510
H -2.48384 -3.71050 5.07344
C 6.08012 4.18668 5.67870
C 5.24470 2.96251 6.02894
C 6.03375 1.65209 5.91595
C 6.52710 1.42072 4.55946
N 6.92419 1.24295 3.49720
H 6.42275 4.15010 4.64350
H 5.49726 5.09848 5.80395
H 6.95849 4.26098 6.32178
H 4.36885 2.90841 5.37940
H 4.87604 3.04335 7.05215
H 5.41389 0.79886 6.19455
H 6.89557 1.66698 6.58595
C 1.43509 -5.32106 4.01851
C 1.94338 -5.19589 2.58848
C 2.25006 -3.74682 2.18938
C 1.06048 -2.90344 2.27292
N 0.09256 -2.29443 2.36533
H 0.49403 -4.78455 4.15029
H 1.25983 -6.36498 4.27523
H 2.15764 -4.91788 4.73058
H 1.20772 -5.60862 1.89565
H 2.85781 -5.77790 2.46553
H 2.62974 -3.68987 1.16841
H 3.01212 -3.31593 2.84156
```

## Properties
HOMO energy = -12.38 eV
LUMO energy = -3.64 eV
Total charge = +1
Frontier orbital gap = 8.741 eV
Largest force on an atom = 0.011 hartree/bohr
E = -1752.44478 Eh

Atom charges from the Mulliken analysis, given in e for atoms 1 to 8: atom 1 (C): -1.351, atom 2 (C): 0.141, atom 3 (C): -0.881, atom 4 (N): -0.307, atom 5 (C): 0.934, atom 6 (C): -0.605, atom 7 (N): 0.076, atom 8 (C): 0.479

3.
Here is the molecule C18H15N5S at a distorted geometry from the OMol25 dataset. Energies are from ωB97M-V with the def2-TZVPD basis set.

XYZ file:
```
39
C18H15N5S (ωB97M-V with the def2-TZVPD basis set)
C 2.64861 2.58914 1.51329
C 2.41216 1.50573 0.50624
C 2.42099 0.17142 0.88331
C 2.14986 -0.83688 -0.03255
C 1.91703 -0.50129 -1.35908
C 1.92015 0.82581 -1.74981
C 2.14921 1.82363 -0.82174
H 2.12532 2.85944 -1.12649
H 1.72535 1.08168 -2.78081
H 1.72930 -1.27789 -2.08512
C 2.09656 -2.27645 0.38004
H 1.54104 -2.86899 -0.34624
H 3.09734 -2.69837 0.49647
S 1.33147 -2.54388 2.02127
C -0.02797 -1.45262 1.96292
N -0.39723 -1.00623 0.79637
N -1.33928 -0.07012 0.80147
C -1.85972 0.65897 -0.22773
N -2.69585 1.55012 0.27044
N -2.75371 1.42929 1.58514
C -1.93981 0.45693 1.93981
C -1.58578 -0.09520 3.18746
C -0.62475 -1.05629 3.19718
H -0.27882 -1.51919 4.10668
H -2.06581 0.27028 4.07977
C -1.55860 0.47966 -1.62878
C -1.72326 1.54478 -2.51975
N -1.47110 1.45350 -3.80845
C -1.05152 0.29292 -4.28721
C -0.86624 -0.83309 -3.49911
C -1.12134 -0.73942 -2.14241
H -0.99486 -1.59050 -1.49050
H -0.53411 -1.76163 -3.93823
H -0.85994 0.26952 -5.35208
H -2.07159 2.50145 -2.15715
H 2.61976 -0.08610 1.91527
H 1.70425 3.07090 1.76918
H 3.31076 3.35180 1.10877
H 3.08592 2.18868 2.42463
```

## Properties
HOMO energy = -8.51 eV
LUMO energy = -0.20 eV
Total charge = 0
Energy relative to the best compared isomer or geometry (same formula, charge and spin) = 0.0497 eV
Frontier orbital gap = 8.311 eV
Largest force on an atom = 0.027 hartree/bohr
E = -1366.86474 Eh
SMILES string = Cc1cccc(CSc2ccc3nnc(-c4cccnc4)n3n2)c1

Atom charges from the natural (NBO) analysis, given in e for atoms 1 to 8: atom 1 (C): -0.631, atom 2 (C): -0.009, atom 3 (C): -0.195, atom 4 (C): -0.027, atom 5 (C): -0.216, atom 6 (C): -0.194, atom 7 (C): -0.217, atom 8 (H): 0.212